Computed, not measured: a 2-piece molecular cluster, C2H3O4P overall, with ωB97M-V/def2-TZVPD.

Properties
Highest occupied orbital energy = 0.62 eV
Charge = -2
E_LUMO = 6.73 eV

Each line ends with the Mulliken charge.
Cartesian coordinates (Å):
1 H -1.192 -1.787 0.170  0.269
2 O -2.950 0.574 -0.400  -0.825
3 C -0.547 0.427 -0.057  -0.995
4 P 2.538 0.185 -0.433  0.065
5 C -1.841 0.029 -0.062  0.496
6 H 0.193 -0.146 0.383  0.220
7 O 2.992 -0.928 0.500  -0.501
8 O 3.224 1.580 -0.228  -0.574
9 H -0.409 1.416 -0.097  0.377
10 O -2.009 -1.350 0.223  -0.532

***

Computed, not measured: a 2-piece molecular cluster, C2H3O4PS overall, with ωB97M-V/def2-TZVPD.

Properties
Highest occupied orbital energy = 0.12 eV
Charge = -2
E_LUMO = 5.52 eV

Each line ends with the Mulliken charge.
Cartesian coordinates (Å):
1 O -3.076 -0.146 -1.367  -0.706
2 C 1.855 0.563 0.427  -0.629
3 O -2.117 1.900 -0.091  -0.696
4 S 3.166 -0.592 -0.266  -0.361
5 O -0.744 -1.830 -0.342  -0.250
6 C -0.618 -0.697 -0.256  0.120
7 H 0.866 0.427 -0.269  0.222
8 H 4.211 0.214 -0.065  0.022
9 H 1.513 -0.023 1.289  0.111
10 O -2.684 -0.251 1.124  -0.707
11 P -2.371 0.435 -0.184  0.873

***

Computed, not measured: one molecule with the formula C2H3OP, with ωB97M-V/def2-TZVPD.

Properties
Highest occupied orbital energy = -9.04 eV
Charge = 0
E_LUMO = 0.29 eV
SMILES string = O=C1CP1

Each line ends with the Mulliken charge.
Cartesian coordinates (Å):
1 P 0.354 1.572 0.198  -0.019
2 H 0.463 1.366 1.646  0.052
3 H -0.010 -1.157 -0.023  0.289
4 C -1.308 0.703 -0.061  0.418
5 O -2.494 0.798 0.214  -0.453
6 H -0.023 -0.229 -1.648  0.225
7 C -0.220 -0.172 -0.472  -0.510

***

Computed, not measured: one molecule with the formula C2H3OPS, with ωB97M-V/def2-TZVPD.

Properties
Highest occupied orbital energy (alpha / beta) = -8.82 / -8.62 eV
Charge = 0
E_LUMO (alpha / beta) = -1.64 / -1.94 eV

Each line ends with the Mulliken charge.
Cartesian coordinates (Å):
1 C 0.445 0.124 -0.242  0.375
2 P -2.242 -0.486 0.895  0.116
3 H 2.285 -0.047 -0.793  0.241
4 H -2.908 0.134 -0.039  0.058
5 H 0.901 -0.550 0.592  0.171
6 C 1.501 0.606 -1.063  -0.475
7 S 2.215 1.660 -2.262  -0.167
8 O -0.950 0.270 -0.054  -0.319

***

Computed, not measured: C2H3OPb as an isolated structure, with ωB97M-V/def2-TZVPD.

Properties
Highest occupied orbital energy = -13.96 eV
Charge = +1
E_LUMO = -6.16 eV

Each line ends with the Mulliken charge.
Cartesian coordinates (Å):
1 H -0.067 1.070 -0.785  0.444
2 C -1.229 -0.610 -0.769  0.970
3 C -0.031 -0.019 -0.655  -1.454
4 O -2.224 -1.142 -0.575  -0.177
5 H 0.785 -0.606 -1.097  0.434
6 Pb 0.714 -0.069 1.890  0.815
7 H 2.053 1.377 1.990  -0.032

***

Computed, not measured: C2H3OS3 as an isolated structure, with ωB97M-V/def2-TZVPD.

Properties
Highest occupied orbital energy = -4.11 eV
Charge = -1
E_LUMO = 3.46 eV

Each line ends with the Mulliken charge.
Cartesian coordinates (Å):
1 S 0.254 -1.850 -0.264  -0.238
2 C 1.208 0.300 -0.140  -0.132
3 H 2.118 0.316 -0.908  0.246
4 S 1.472 0.914 1.381  -0.403
5 S -0.979 0.490 -1.971  -0.321
6 H -0.598 0.041 1.204  0.356
7 H -1.974 -0.392 0.496  0.338
8 O -1.466 0.351 0.947  -0.622
9 C -0.036 -0.170 -0.745  -0.223

***

Computed, not measured: an isolated ion of composition C2H3OS3 and charge -1, with ωB97M-V/def2-TZVPD.

Properties
Highest occupied orbital energy = -3.89 eV
Charge = -1
E_LUMO = 3.37 eV
SMILES string = O[C@H](S)C(=S)[S-]

Each line ends with the Mulliken charge.
Cartesian coordinates (Å):
1 C -0.981 -0.370 0.212  -0.131
2 O 0.724 1.393 0.568  -0.465
3 H 0.235 2.001 0.011  0.306
4 S -1.666 -1.588 1.134  -0.392
5 C 0.452 0.004 0.459  -0.048
6 S 1.540 -0.860 -0.965  -0.264
7 H 0.599 -0.770 -1.901  0.131
8 S -1.616 0.542 -1.041  -0.419
9 H 0.712 -0.352 1.522  0.282

***

Computed, not measured: a 22-piece molecular cluster, C2H42F6NO25S2 overall, with ωB97M-V/def2-TZVPD.

Properties
Highest occupied orbital energy (alpha / beta) = -10.82 / -10.70 eV
Charge = 0
E_LUMO (alpha / beta) = -0.82 / -6.98 eV
2S+1 = 2

Each line ends with the Mulliken charge.
Cartesian coordinates (Å):
1 H 0.252 -0.017 -1.471  0.275
2 H 0.939 1.089 -3.713  0.352
3 H -5.622 0.654 -0.406  0.225
4 H 3.304 -3.349 -2.228  0.252
5 H -5.101 -1.337 -2.833  0.248
6 N 0.548 0.149 0.212  0.172
7 O -4.739 0.328 -0.234  -0.581
8 H -2.875 0.947 -2.235  0.310
9 H 3.111 1.526 5.145  0.298
10 H 2.213 6.266 0.560  0.271
11 O -1.344 -0.188 2.155  -0.708
12 H -0.798 -5.202 3.684  0.299
13 O 0.601 -1.599 2.243  -0.493
14 O -1.652 -5.751 -0.297  -0.607
15 H -0.947 2.941 -1.861  0.299
16 O 1.264 1.397 2.307  -0.232
17 H 3.708 -1.036 0.481  0.316
18 O -2.341 -2.583 -3.489  -0.648
19 O 3.285 0.683 4.728  -0.585
20 H 4.057 4.046 2.233  0.266
21 H -0.854 0.212 -2.479  0.400
22 O -0.004 -4.668 3.679  -0.644
23 H -0.123 5.584 0.731  0.375
24 H 2.842 3.459 2.919  0.306
25 H -4.618 -0.384 -0.862  0.350
26 H -2.993 -1.249 4.558  0.281
27 H -2.596 2.215 1.114  0.420
28 H -2.655 -3.473 -3.649  0.312
29 H -4.003 1.778 0.764  0.383
30 O -0.789 5.155 1.268  -0.591
31 O 3.162 -1.371 -0.230  -0.713
32 H 2.452 -2.708 -1.152  0.419
33 O -2.262 1.320 -2.869  -0.695
34 H -1.447 -2.699 -3.166  0.335
35 H -0.305 -3.787 3.901  0.284
36 S 0.619 1.502 0.970  0.534
37 H -1.365 -6.579 -0.682  0.293
38 H 1.752 7.706 0.481  0.278
39 F -2.013 -2.742 1.031  -0.158
40 O -3.508 2.504 1.144  -0.628
41 C 1.868 2.497 -0.148  0.569
42 O 0.392 -2.956 -3.389  -0.756
43 O -3.430 -0.748 3.870  -0.642
44 O 0.954 -5.353 1.102  -0.623
45 H 0.312 -2.075 -3.022  0.234
46 O 2.441 -3.397 -1.817  -0.641
47 O 1.698 1.036 -4.294  -0.619
48 O 1.437 6.805 0.404  -0.598
49 O -4.326 -1.301 -2.272  -0.601
50 H 2.342 -0.882 -0.154  0.254
51 H 1.080 -3.370 -2.869  0.451
52 F -1.879 -1.443 -0.760  -0.084
53 F 1.796 3.756 0.235  -0.065
54 H 2.293 -3.586 3.908  0.298
55 H 1.487 -4.569 0.968  0.242
56 H 2.669 4.553 -2.966  0.319
57 O -0.651 2.240 1.011  -0.450
58 C -1.222 -2.089 0.199  0.386
59 F 3.121 1.974 -0.021  -0.229
60 S -0.292 -0.796 1.373  0.615
61 O 3.712 3.229 2.594  -0.582
62 O 2.330 -2.665 4.164  -0.605
63 O -1.010 3.884 -1.712  -0.510
64 H -2.780 -0.687 3.169  0.486
65 H 2.388 0.655 -3.751  0.289
66 O 3.548 4.704 -3.313  -0.633
67 F 1.529 2.405 -1.340  -0.174
68 H -3.625 -1.674 -2.807  0.386
69 H 0.517 -5.206 1.940  0.403
70 H 1.599 -2.257 3.698  0.423
71 H -0.946 4.317 0.833  0.284
72 H -1.845 4.134 -2.109  0.238
73 O 0.056 -0.074 -2.406  -0.476
74 H -1.089 -5.633 0.468  0.267
75 H -2.746 2.039 -3.276  0.227
76 H 3.863 3.834 -3.555  0.322
77 F -0.339 -2.949 -0.255  0.039
78 H 3.592 0.908 3.849  0.283

***

Computed, not measured: a 21-piece molecular cluster, C2H44O22 overall, with ωB97M-V/def2-TZVPD.

Properties
Highest occupied orbital energy = -3.39 eV
Charge = -2
E_LUMO = 3.88 eV

Each line ends with the Mulliken charge.
Cartesian coordinates (Å):
1 H 8.659 12.355 24.778  0.294
2 H 9.557 13.162 23.160  0.405
3 H 13.366 19.010 20.318  0.217
4 H 6.935 18.092 23.921  0.428
5 O 6.539 17.566 20.943  -0.762
6 O 10.930 19.909 22.577  -0.933
7 H 11.751 17.960 26.532  0.338
8 O 12.561 18.628 20.613  -0.551
9 H 8.579 14.884 27.470  0.338
10 H 13.331 18.398 23.617  0.321
11 O 8.138 14.380 26.774  -0.717
12 H 8.925 15.433 24.212  0.045
13 C 8.812 16.438 24.574  0.294
14 O 5.537 16.341 26.715  -0.746
15 O 13.328 17.555 23.116  -0.834
16 H 11.305 16.099 24.571  0.500
17 H 9.937 17.193 20.814  0.565
18 H 9.142 19.826 21.724  0.351
19 H 10.679 20.233 23.434  0.341
20 H 6.528 17.844 21.899  0.518
21 H 9.346 16.462 25.548  0.539
22 O 4.043 15.649 24.094  -0.745
23 H 10.868 18.947 22.732  0.020
24 O 7.478 16.775 24.928  0.001
25 H 6.188 16.648 20.923  0.269
26 O 10.433 13.329 22.832  -0.584
27 O 9.370 17.814 20.272  -0.796
28 H 9.033 18.396 26.745  0.413
29 C 9.417 17.463 23.684  0.653
30 O 8.251 20.221 21.846  -0.705
31 H 7.782 17.871 26.181  0.463
32 H 7.026 14.136 23.635  0.303
33 H 12.556 18.709 21.571  0.327
34 O 8.884 21.417 24.177  -0.717
35 H 8.180 21.026 24.691  0.354
36 H 5.007 15.423 23.977  0.269
37 H 7.934 14.604 20.770  0.190
38 H 6.905 15.576 24.028  0.627
39 H 12.448 17.268 23.369  0.191
40 H 10.678 17.948 25.461  0.205
41 O 8.182 15.193 21.455  -0.428
42 O 8.090 18.443 26.923  -0.814
43 H 8.794 20.893 23.371  0.349
44 H 7.458 15.219 22.081  0.285
45 H 11.008 16.385 22.378  0.269
46 H 8.175 15.115 26.163  0.039
47 O 10.826 17.445 23.669  -0.266
48 H 3.882 15.239 24.939  0.281
49 O 6.475 18.781 23.436  -0.897
50 H 8.245 20.898 21.248  0.247
51 O 8.138 12.609 24.008  -0.673
52 H 6.315 16.388 26.189  0.108
53 H 10.410 12.988 21.936  0.281
54 H 10.994 15.663 26.999  0.380
55 O 11.707 15.293 24.935  -0.728
56 H 8.559 17.675 20.752  0.494
57 H 9.249 18.475 24.081  0.385
58 O 10.976 16.070 21.455  -0.830
59 H 7.237 19.191 23.030  0.247
60 H 7.753 11.777 23.739  0.208
61 O 10.857 18.232 26.383  -0.809
62 H 4.941 17.061 26.398  0.351
63 H 11.585 14.564 24.353  0.273
64 H 9.036 17.410 22.636  -1.442
65 H 10.168 15.974 28.257  0.329
66 O 10.819 15.350 27.884  -0.759
67 O 6.442 14.873 23.508  -0.977
68 H 10.217 15.471 21.554  0.407

***

Computed, not measured: a 22-piece molecular cluster, C2H47O22 overall, with ωB97M-V/def2-TZVPD.

Properties
Highest occupied orbital energy = -6.34 eV
Charge = -1
E_LUMO = 2.02 eV

Each line ends with the Mulliken charge.
Cartesian coordinates (Å):
1 H 2.688 -2.759 3.481  0.308
2 H 1.930 -2.770 2.275  0.348
3 O 0.690 3.807 -1.258  -0.785
4 O 2.251 2.671 0.529  -0.780
5 H -1.470 0.082 4.238  0.238
6 H 2.044 1.841 0.942  0.097
7 H 0.160 3.282 -1.853  0.441
8 O -2.362 1.981 0.592  -0.714
9 O 1.795 -2.578 3.221  -0.578
10 H -3.112 -0.715 -0.009  0.448
11 O -0.154 2.022 -3.296  -0.898
12 H 3.492 0.276 -0.193  0.453
13 H -0.510 1.440 -2.591  0.200
14 O -1.085 0.628 -1.334  0.496
15 C -0.111 -0.513 0.562  0.943
16 H 0.132 1.628 0.108  -0.707
17 H -1.839 1.433 0.008  -0.155
18 H 3.148 1.630 -0.560  0.547
19 H 1.492 2.761 -0.026  0.766
20 H -1.712 -2.997 -0.243  0.300
21 H 0.381 -0.350 1.506  0.575
22 H -2.718 -0.044 -3.317  0.369
23 O 3.070 0.697 2.588  -0.721
24 H 0.110 -1.425 0.110  -0.963
25 H -0.120 1.137 2.272  0.310
26 H 0.446 1.421 -3.684  0.337
27 H -0.511 -0.778 -2.049  -0.033
28 O -3.235 1.506 -2.471  -0.703
29 H 3.052 -0.613 1.428  0.299
30 O 1.317 -3.543 0.755  -0.890
31 H -3.382 0.116 2.066  0.224
32 O -1.217 -3.710 0.052  -0.730
33 H 0.054 4.072 -0.607  0.287
34 H -2.452 2.730 -0.005  0.324
35 O 0.503 1.800 2.597  -0.843
36 H 2.735 -1.266 -1.199  0.272
37 O 2.332 -1.892 -1.825  -0.684
38 H 1.537 -2.793 0.192  0.410
39 H -1.782 -2.916 1.618  0.476
40 H -1.099 -0.659 0.910  -0.139
41 H -2.059 -0.607 -1.104  0.043
42 H 0.371 -3.568 0.627  0.490
43 H 3.910 -1.728 0.881  0.214
44 H -2.378 1.350 -2.139  0.331
45 H -0.142 3.278 1.753  0.431
46 H 2.929 -2.591 -1.985  0.228
47 O 3.657 0.899 -0.866  -0.798
48 H -1.890 -1.147 -3.929  0.393
49 O 3.182 -1.180 0.659  -0.691
50 H 0.432 -1.312 -3.168  0.241
51 H -4.558 -0.812 1.837  0.237
52 O -0.041 4.162 1.478  -0.670
53 H -2.858 -1.873 2.043  0.461
54 O -2.654 -0.627 -4.124  -0.782
55 O 1.791 -0.084 -3.792  -0.783
56 H -3.125 2.345 -2.945  0.327
57 H 2.138 -0.617 -3.093  0.392
58 C 0.042 0.659 -0.439  0.314
59 H 2.139 0.847 2.543  0.377
60 H -0.870 4.555 1.337  0.306
61 H 0.262 1.928 3.529  0.276
62 H -1.446 -1.240 3.307  0.386
63 O -2.909 -1.065 -0.881  -0.784
64 H 0.917 0.423 -1.013  0.877
65 H 3.119 0.268 3.424  0.313
66 O -0.433 -1.409 -2.743  -0.801
67 H 2.379 0.639 -3.874  0.359
68 O -3.655 -0.677 1.649  -0.589
69 O -2.206 -2.552 2.351  -0.912
70 O -1.043 -0.405 3.576  -0.560
71 H -1.488 -4.498 -0.433  0.234

***

Summary of DFT total energy in eV
-19601.349 -30435.449 -13456.513 -24289.236 -9408.070 -36675.717 -36677.013 -93403.612 -47835.943 -47884.162
(order as listed above)
Summary of relative energy (zero: lowest compared OMol25 entry of this formula, charge and spin) in kJ/mol
66.1 360.8 120.2 395.5 0.0 136.9 11.9 0.0 107.6 110.4
(order as listed above)
Summary of largest force on an atom in eV/A
3.81 3.60 2.84 3.74 2.44 2.61 2.03 5.95 3.67 3.58
(order as listed above)